No. 1
DFT (the ωB97M-V functional and the def2-TZVPD basis) results for one molecule with the formula C18H26BrNO4 in a non-equilibrium geometry.

Geometry (Å):
C -0.8776 5.2014 0.0435
O -0.3360 3.8667 0.2291
C -0.6033 3.2617 1.4758
C -0.2732 1.7292 1.2135
C -0.9223 1.4074 -0.1842
O -2.0614 1.8562 -0.3426
O -0.2322 0.6774 -1.0742
C -0.7703 0.0916 -2.2872
C 0.4033 -0.5640 -3.0050
C -1.9236 -0.9498 -2.1404
C -1.2474 1.2100 -3.1983
C -0.9452 0.7815 2.2403
C -0.2005 0.5716 3.5952
C 1.3127 0.2780 3.3613
O 1.3448 -0.9353 2.6772
C 2.5257 -1.5289 2.3553
C 2.4947 -2.3181 1.2222
C 3.4841 -3.1080 0.8662
C 4.5557 -3.1667 1.6536
Br 5.9482 -4.4312 1.1991
C 4.6106 -2.3226 2.8032
N 3.6535 -1.5034 3.1091
C 1.9016 1.5573 2.5963
C 1.2652 1.5949 1.2246
H -1.9465 5.0871 0.4043
H -0.9753 5.6690 -0.9344
H -0.3920 5.9651 0.6126
H 0.1346 3.7240 2.2146
H -1.6590 3.2814 1.7702
H 0.2464 -0.9558 -3.9718
H 1.2459 0.2053 -2.9337
H 0.6890 -1.4030 -2.3197
H -1.4659 -1.9034 -2.3467
H -2.7481 -0.8456 -2.8255
H -2.2671 -1.0321 -1.1103
H -0.4525 1.8615 -3.1946
H -2.1408 1.6055 -2.7699
H -1.4557 0.8070 -4.1310
H -1.0548 -0.2824 1.9136
H -1.8828 1.1419 2.6216
H -0.6811 -0.2481 4.2468
H -0.1953 1.5454 4.1839
H 1.7923 0.1032 4.2842
H 1.5517 -2.2819 0.6706
H 3.4856 -3.5716 -0.1058
H 5.5660 -2.2798 3.4447
H 2.9736 1.4897 2.4776
H 1.6601 2.4658 3.2624
H 1.5641 0.6387 0.7057
H 1.7591 2.4151 0.6557

Forces on the atoms, in the same order (eV/Å):
-2.415 -1.301 1.481
0.222 1.701 -1.279
1.062 -0.841 -0.212
0.818 0.327 -0.337
-2.447 1.387 0.474
1.722 -1.543 -0.334
0.326 -0.579 1.078
-1.752 0.093 -2.040
2.093 0.758 3.744
1.358 -0.147 1.264
-0.871 -1.092 2.201
0.707 -1.367 1.448
1.119 0.716 0.835
-1.138 2.100 0.103
1.007 -0.681 -1.167
1.054 -0.855 0.413
-4.275 2.236 0.365
1.071 -1.337 -2.399
2.668 -0.094 2.352
-0.380 0.715 0.398
2.802 -1.308 -0.593
-2.553 1.328 0.356
-1.218 -0.833 1.546
0.643 -0.493 -1.156
0.948 0.631 -0.269
0.591 -1.239 -0.679
0.604 0.224 0.919
-1.291 -0.756 -0.361
0.140 0.634 0.024
-0.500 -0.067 -1.054
-0.865 -1.187 -0.608
0.226 0.406 -0.736
-0.028 -0.614 -0.102
-0.225 0.513 -0.116
-0.299 0.277 -0.017
1.488 2.118 -0.498
-0.501 0.758 0.113
-0.257 -0.596 -1.902
-0.163 1.044 -0.553
-0.894 0.232 -0.777
0.601 1.248 -1.165
-0.254 -1.175 -0.467
0.739 0.256 1.264
0.384 0.019 -0.115
-0.179 -0.525 0.015
-1.619 -0.217 -1.041
0.338 -0.027 0.161
0.395 -1.299 -1.051
-0.324 0.905 0.385
-0.678 -0.453 0.090

Calculated values
E_LUMO in Eh: 0.0236
HOMO energy in eV: -8.84
SMILES string: COC[C@]1(C(=O)OC(C)(C)C)CC[C@@H](Oc2ccc(Br)cn2)CC1
Frontier orbital gap in eV: 9.48
Energy above the lowest of the compared OMol25 structures with the same formula, charge and spin in kcal/mol: 0.0
E_tot in Ha: -3631.13533


No. 2
DFT (the ωB97M-V functional and the def2-TZVPD basis) results for a 10-piece molecular cluster, C16H50O11 overall in a non-equilibrium geometry.

Geometry (Å):
C 10.1078 0.7889 0.7496
C 8.9371 1.1932 1.6917
C 7.8540 1.6826 0.7552
O 8.6030 2.1368 -0.3656
C 9.7730 1.3998 -0.5966
H 10.1003 -0.2820 0.5463
H 11.0898 1.1079 1.0987
H 9.3633 1.9884 2.3035
H 8.5658 0.4823 2.4298
H 7.1773 2.4716 1.0834
H 7.2860 0.8213 0.4035
H 10.4850 2.1602 -0.9174
H 9.5828 0.6450 -1.3597
C -5.8756 -4.1464 -0.2747
O -6.4764 -2.8829 -0.0533
C -6.3736 -2.2366 1.2233
C -6.9209 -3.1674 2.3892
O -7.4461 -2.3492 3.3833
C -8.5880 -2.8739 4.0209
H -6.2022 -4.9087 0.4326
H -4.7987 -4.0214 -0.3879
H -6.1514 -4.4861 -1.2730
H -7.0943 -1.4310 1.0824
H -5.4158 -1.7857 1.4832
H -6.1018 -3.7985 2.7342
H -7.6713 -3.7894 1.9014
H -8.4841 -3.9179 4.3164
H -9.4488 -2.9897 3.3623
H -8.8874 -2.3783 4.9444
C -3.2643 7.9345 1.8468
O -3.7193 7.9104 3.2400
H -2.5188 7.1673 1.6376
H -4.1589 7.6225 1.3079
H -3.0514 8.8979 1.3836
H -3.3703 7.1216 3.6614
C -0.1153 1.7338 -0.9625
O 1.1651 1.2402 -1.2938
H -0.5375 1.5522 0.0258
H -0.4313 2.7309 -1.2689
H -0.6356 1.2085 -1.7634
H 1.1853 0.3927 -0.8434
C 3.7906 5.0130 -5.0053
O 3.0210 5.0123 -6.1723
H 3.3145 4.7395 -4.0637
H 4.5803 4.2711 -5.1238
H 4.2363 5.9951 -4.8476
H 2.3369 5.6856 -6.1829
C -6.0251 1.7860 -4.1142
O -5.1671 0.7473 -4.4190
H -7.0649 1.5253 -3.9171
H -5.7929 2.1066 -3.0986
H -5.8848 2.7157 -4.6656
H -5.4032 0.0842 -3.7662
C 5.6757 -4.7109 -0.2113
O 5.8904 -5.7614 -1.1131
H 5.8246 -5.0392 0.8173
H 6.3294 -3.9044 -0.5434
H 4.6347 -4.4195 -0.3517
H 5.0857 -6.2766 -1.2059
C 1.6049 -3.5153 -4.5655
O 1.4026 -4.7100 -3.8463
H 1.7573 -3.5815 -5.6428
H 0.7220 -2.9098 -4.3605
H 2.5624 -3.1571 -4.1873
H 1.1009 -5.3356 -4.5091
C -3.1131 2.1634 4.9281
O -2.9512 3.5083 5.4434
H -2.1434 1.9698 4.4695
H -3.3985 1.3821 5.6325
H -3.9438 2.1935 4.2230
H -2.1166 3.6182 5.9048
C 0.2623 -3.6918 2.1352
O 0.0101 -3.1178 0.8403
H -0.4665 -3.4313 2.9027
H 0.1574 -4.7764 2.1101
H 1.3116 -3.4509 2.3057
H 0.3228 -3.6730 0.1223

Forces on the atoms, in the same order (eV/Å):
-0.310 -1.314 0.007
0.847 0.675 0.761
1.051 -0.795 -1.007
-1.380 1.643 -0.584
-0.478 0.883 0.550
0.351 -0.197 0.599
-0.177 -0.176 0.209
-0.405 0.422 0.009
0.237 -0.492 -0.356
0.261 -0.028 0.085
-0.522 -0.166 0.221
0.290 -0.410 -0.315
0.234 -0.046 -0.182
0.259 0.581 -0.479
0.113 0.085 0.072
-1.468 -1.044 0.268
0.812 0.888 -1.964
-0.457 0.397 0.911
-0.498 -1.338 0.086
0.332 0.010 0.202
0.332 -0.296 0.730
-0.525 0.140 0.027
0.084 0.127 0.414
0.387 -0.318 -0.315
-0.047 -0.178 0.402
-0.283 -0.138 0.171
0.753 -0.306 0.230
-0.179 0.773 -0.400
0.399 0.631 -0.366
-1.858 -1.238 0.310
0.910 0.803 -0.902
0.324 0.372 0.144
0.007 -0.205 -0.430
0.527 0.241 0.984
0.083 0.003 -0.094
-1.921 -0.725 -2.187
1.231 0.885 1.267
0.475 -0.291 0.079
1.446 0.645 0.324
-1.613 -0.389 0.653
0.369 -0.151 -0.124
0.726 0.333 0.511
-0.474 -0.547 -0.542
-0.717 -0.056 -0.125
0.061 0.152 -0.256
0.283 0.056 0.056
0.120 0.056 0.358
-0.409 1.640 2.379
0.124 -0.821 -0.755
-0.384 -0.256 -1.173
0.381 0.441 0.455
-0.105 -0.599 -0.737
0.391 -0.415 -0.157
-0.779 -0.026 -0.514
0.500 -0.976 -0.628
0.249 0.307 0.128
-0.007 0.083 0.529
-0.047 0.623 0.429
0.076 -0.003 0.044
0.419 0.606 0.535
-0.121 -1.190 -0.720
-0.275 -0.557 -0.106
0.452 0.732 -0.136
-0.336 0.862 0.101
-0.137 -0.448 0.365
0.634 1.131 -0.035
-0.946 -0.352 0.164
-0.366 -0.820 -0.416
0.325 0.246 0.555
0.350 0.191 -0.269
0.008 -0.376 -0.014
0.643 -0.854 -1.354
-0.982 0.450 0.451
0.241 0.931 -0.286
0.207 -0.241 -0.217
-0.182 -0.003 1.070
0.082 -0.261 0.299

Calculated values
E_LUMO in Eh: 0.0046
HOMO energy in eV: -9.46
SMILES string: C1CCOC1.COCCOC.CO.CO.CO.CO.CO.CO.CO.CO
Frontier orbital gap in eV: 9.59
Energy above the lowest of the compared OMol25 structures with the same formula, charge and spin in kcal/mol: 189.0
E_tot in Ha: -1466.90153


No. 3
DFT (the ωB97M-V functional and the def2-TZVPD basis) results for a 2-piece molecular cluster, C5H14 overall in a non-equilibrium geometry.

Geometry (Å):
C -1.8124 0.6806 -1.1097
C -1.0743 1.6376 -0.1226
C -1.7088 1.6035 1.2776
H -2.7838 0.3870 -0.7178
H -1.1901 -0.2234 -1.1755
H -1.7726 1.0464 -2.1296
H -0.0247 1.3694 -0.1300
H -1.3104 2.6334 -0.4945
H -1.3173 0.7602 1.8498
H -1.4808 2.5302 1.8134
H -2.7950 1.5547 1.2213
C 1.7929 -1.0796 0.0211
C 2.5342 -2.4271 0.0225
H 1.2539 -0.8568 -0.9052
H 0.9782 -1.1833 0.7419
H 2.4842 -0.2423 0.1054
H 2.8575 -2.6588 1.0308
H 3.3668 -2.3735 -0.6981
H 2.0024 -3.1580 -0.6007

Forces on the atoms, in the same order (eV/Å):
1.721 -0.687 0.706
-2.096 -0.127 -0.459
0.743 0.070 -0.023
-0.194 0.206 -0.479
-0.415 -0.190 0.139
-0.625 0.299 -0.074
0.228 0.528 0.134
0.804 0.257 -0.108
-0.255 0.009 0.140
0.137 -0.205 0.097
-0.032 -0.177 -0.070
-0.496 -0.629 -0.600
0.263 0.889 -2.347
0.215 -0.411 -0.252
0.343 0.789 0.418
-0.227 0.060 0.827
-0.031 -0.662 -0.204
0.560 0.404 0.839
-0.642 -0.424 1.316

Calculated values
E_LUMO in Eh: 0.0403
HOMO energy in eV: -11.18
SMILES string: CCC.CC
Frontier orbital gap in eV: 12.28
Energy above the lowest of the compared OMol25 structures with the same formula, charge and spin in kcal/mol: 16.9
E_tot in Ha: -198.86220